No. 1
C22H29N3O2 | ωB97M-V with the def2-TZVPD basis set

```
56
Properties=species:S:1:pos:R:3:forces:R:3:mulliken_charge:R:1
C -1.93839 -0.47333 -2.90584 0.0 0.0 -0.1 -1.199
C -2.19201 -1.35616 -1.95240 -0.1 0.0 0.1 0.177
C -2.96671 -2.61011 -2.22793 0.0 0.1 -0.1 -1.530
H -2.41854 -3.48745 -1.88701 0.0 -0.1 0.0 0.330
H -3.15401 -2.71316 -3.29366 0.0 0.0 -0.1 0.443
H -3.92666 -2.59119 -1.71275 -0.1 -0.1 0.1 0.294
C -1.64619 -1.15136 -0.55762 0.0 -0.1 -0.1 2.627
C -0.26278 -1.80623 -0.45037 0.2 0.2 0.0 -1.057
C 0.34904 -1.56320 0.90599 0.3 -0.2 -0.7 0.509
N 1.59453 -1.43066 1.15284 0.0 0.1 0.9 -0.618
N 2.52576 -1.48281 0.17703 -0.6 -0.4 -0.9 -0.154
C 3.80025 -1.05348 0.40867 0.3 -0.3 -0.2 0.152
O 4.22165 -0.73257 1.49582 0.1 0.2 0.1 -0.602
C 4.60953 -0.92221 -0.87497 0.0 0.1 0.2 -0.434
C 4.48413 0.53118 -1.37613 -0.1 -0.1 -0.1 -0.745
C 3.01471 0.94028 -1.36498 0.6 0.2 0.0 0.395
O 2.26517 0.70152 -2.28931 -0.2 -0.1 -0.2 -0.619
N 2.64039 1.53440 -0.20241 0.1 0.3 0.3 -0.139
C 1.32812 1.82758 0.20837 -0.3 0.0 0.1 0.269
C 1.03943 1.76841 1.56631 0.1 0.0 -0.1 -0.930
C -0.24435 2.02490 2.00309 0.0 0.1 -0.1 -1.198
C -1.25505 2.36387 1.11425 0.0 0.0 0.0 1.755
C -0.95514 2.46006 -0.24793 0.1 0.0 0.2 0.848
C 0.33094 2.18215 -0.68975 0.1 0.0 -0.1 0.065
H 0.56341 2.23722 -1.74101 0.0 0.0 -0.1 0.322
C -2.01074 2.86950 -1.22999 0.0 0.0 0.1 -2.048
H -2.82821 2.14856 -1.24460 -0.1 0.0 -0.1 0.348
H -2.42874 3.83772 -0.95627 -0.1 0.1 0.0 0.438
H -1.59729 2.94374 -2.23223 0.0 0.0 -0.1 0.386
C -2.64360 2.62303 1.61236 0.1 0.0 0.0 -1.856
H -2.70095 2.46425 2.68599 -0.1 0.0 0.1 0.397
H -2.94671 3.64749 1.39686 -0.1 0.1 0.0 0.375
H -3.35600 1.95842 1.12451 -0.1 0.0 0.0 0.300
H -0.46749 1.95999 3.05791 0.0 0.0 0.1 0.319
H 1.81723 1.50274 2.26703 0.1 -0.1 0.1 0.315
H 3.31186 1.52363 0.55477 0.0 0.0 -0.2 0.360
H 4.86080 0.59681 -2.39721 -0.1 0.1 0.1 0.380
H 5.06693 1.19240 -0.73449 0.0 0.0 0.0 0.287
H 5.65532 -1.14467 -0.66348 -0.1 -0.1 0.0 0.374
H 4.24276 -1.60979 -1.63751 0.0 0.0 0.0 0.285
H 2.24156 -1.65483 -0.78694 0.1 0.1 0.3 0.434
C -0.54869 -1.48830 2.05213 -0.4 0.1 0.5 1.737
C -1.87342 -1.54345 1.88512 0.2 0.0 0.0 -1.038
C -2.54426 -1.68277 0.55764 0.1 0.2 -0.1 -1.049
H -3.49561 -1.14506 0.56284 0.0 -0.1 0.0 0.454
H -2.76845 -2.74220 0.39486 -0.1 0.0 -0.1 0.351
H -2.52277 -1.50759 2.74914 0.0 0.0 0.2 0.349
C 0.08580 -1.36756 3.40215 -0.1 0.0 -0.1 -1.862
H -0.66838 -1.24850 4.17541 -0.1 0.0 0.1 0.416
H 0.67869 -2.25541 3.61179 0.1 0.0 0.1 0.400
H 0.76405 -0.51993 3.41593 0.1 0.1 0.1 0.250
H 0.36478 -1.39383 -1.24559 0.0 0.0 0.0 0.672
H -0.34878 -2.88681 -0.60986 0.0 0.0 -0.1 0.208
H -1.50165 -0.07827 -0.39446 0.0 -0.1 0.0 -1.489
H -2.28001 -0.61346 -3.91761 -0.1 -0.1 -0.2 0.321
H -1.36528 0.41653 -2.71454 0.2 0.2 0.1 0.225
```
Forces are in eV/Å.

The calculation puts the LUMO energy at 0.74 eV.

---

No. 2
C40H51ClF3N6O10Si | ωB97M-V with the def2-TZVPD basis set

```
112
Properties=species:S:1:pos:R:3:forces:R:3:mulliken_charge:R:1
C -2.71822 1.32264 3.82922 -0.1 -0.4 -1.8 -1.411
C -3.22178 0.06335 2.91313 -0.1 1.1 0.7 0.759
C -4.82961 0.09018 2.96069 0.1 -0.8 0.7 -1.249
C -2.59860 0.32665 1.45109 -0.8 0.7 0.1 -0.387
C -3.04768 -0.74157 0.33827 -0.1 0.2 0.4 -1.338
C -1.86748 -1.35952 -0.54774 -0.8 -1.7 2.2 0.353
Cl -2.39639 -3.16424 -0.62210 -0.1 0.5 -0.3 -0.129
C -0.38251 -1.51562 0.02004 -0.2 0.5 0.0 1.749
C -0.18414 -2.22423 1.46325 -3.3 -1.9 2.5 -1.072
O -1.13294 -2.54601 2.21625 3.1 1.5 -3.5 -0.479
N 1.19821 -2.48702 2.00249 -0.5 1.1 1.9 0.300
C 1.43458 -1.52666 3.12146 1.8 3.6 0.6 0.531
O 2.02158 -0.44603 3.00466 -2.6 -4.4 0.1 -0.402
F 0.98605 -1.87001 4.44207 0.8 -0.1 -3.4 -0.253
N 0.22049 -2.23414 -1.17672 -0.1 1.7 -1.9 0.870
C 1.69079 -1.96749 -1.30357 1.9 -0.7 0.5 -0.440
C 2.59582 -3.25350 -0.85163 -0.1 0.6 -0.6 -0.229
C 3.80691 -2.78438 0.10858 0.8 -0.8 -1.3 -0.370
C 5.18069 -3.51278 -0.38287 -1.2 0.2 1.2 -0.614
O 6.26878 -2.70936 0.18900 -0.1 0.7 -2.9 -0.316
C 6.63215 -1.67109 -0.73928 -0.4 2.5 3.0 0.303
O 6.78252 -0.51607 -0.29791 -0.2 -4.3 -2.1 -0.462
C -0.61746 -2.02948 -2.35329 -0.4 0.5 2.7 -1.268
N -0.56746 -2.55586 -3.57249 0.7 0.3 2.1 0.246
C 0.50993 -3.50857 -3.95511 0.7 -0.3 -1.7 -0.482
C 0.52609 -4.87247 -3.12526 -1.2 -2.4 2.3 0.586
O -0.35103 -5.25536 -2.33466 3.0 1.9 -3.2 -0.446
O 1.65305 -5.73894 -3.36276 -1.5 3.4 -0.2 -0.477
N -1.71968 -1.06577 -1.98796 3.0 -1.0 -1.1 -0.015
C -1.18830 0.23308 -2.43506 -1.0 3.1 -0.3 0.388
F 0.17827 0.20037 -2.89781 -2.4 -0.7 0.7 -0.260
F -1.96418 0.60244 -3.60478 1.8 -1.2 2.0 -0.400
C -1.30798 1.45100 -1.41956 0.1 0.9 -0.8 0.420
C -0.75671 2.78754 -2.18272 -0.5 0.1 -0.2 -0.840
Si 0.86586 3.46996 -1.36055 0.6 0.1 0.2 -0.061
C 2.03066 2.01943 -0.79467 -0.4 -0.1 0.1 -0.537
C 1.86823 4.49743 -2.62780 0.3 -0.2 -1.3 -0.960
C 0.37103 4.40973 0.22799 -1.9 1.9 3.2 0.658
C 1.39399 4.96446 1.25168 -3.7 0.5 1.1 -0.315
C 0.90504 5.68206 2.55232 -2.1 -1.2 -1.9 -0.455
C -0.61891 5.86318 2.87905 1.3 -2.0 -3.8 -0.487
C -1.63823 5.32197 1.82684 3.4 -0.5 -0.3 -0.472
C -1.16166 4.59805 0.52185 2.2 1.6 3.2 -0.133
H -3.34090 2.22122 3.45187 1.0 -1.3 1.0 0.340
H -1.63331 1.51637 3.50919 -1.4 -0.1 1.0 0.366
H -2.84764 1.13126 4.94449 0.2 0.4 -1.6 0.353
H -2.83234 -0.89672 3.40357 -0.4 1.2 -1.1 0.324
H -5.25018 -0.90120 3.38509 0.7 1.5 -0.8 0.230
H -5.15213 0.89154 3.72730 0.3 -1.2 -1.5 0.351
H -5.34158 0.24561 1.95447 0.8 0.0 1.4 0.284
H -2.97982 1.36159 1.09633 0.7 -1.5 0.7 0.444
H -1.47117 0.44360 1.59081 -1.4 -0.4 -0.4 -0.073
H -3.86462 -0.35029 -0.37849 1.4 -0.5 1.1 0.322
H -3.53524 -1.62115 0.90629 1.0 1.4 -1.0 0.508
H 0.11725 -0.49639 0.22053 -0.6 -1.3 -0.8 -0.552
H 1.21065 -3.41200 2.48838 -0.6 0.6 -0.8 0.385
H 1.95190 -1.62327 -2.35954 -0.4 -0.5 1.4 0.527
H 2.03283 -1.11385 -0.60022 -1.1 -1.2 -1.2 -0.059
H 1.94342 -4.06832 -0.37486 0.9 1.3 -0.7 0.389
H 3.01941 -3.67009 -1.84620 -0.5 0.4 1.7 -0.005
H 4.01492 -1.65692 0.00292 -0.6 -1.6 0.4 0.259
H 3.65582 -3.08944 1.19742 0.1 0.7 -1.6 0.148
H 5.23488 -3.58958 -1.52429 0.1 0.1 1.6 0.336
H 5.18148 -4.54131 0.11680 0.5 1.4 -1.0 0.306
H 6.70160 -1.98943 -1.83306 0.0 0.3 1.3 0.276
H -1.30454 -2.23299 -4.23150 0.8 -0.5 0.6 0.439
H 1.53509 -2.97408 -3.95923 -1.6 -0.9 0.2 0.317
H 0.31818 -3.77845 -5.06409 0.3 0.3 1.8 0.414
H 2.34738 -5.15252 -3.76211 -0.6 -1.0 0.3 0.368
H -0.68542 1.36031 -0.46893 -0.9 -0.5 -1.3 -0.358
H -2.40098 1.59647 -1.11491 1.5 -0.4 -0.5 0.374
H -1.57643 3.60307 -2.19951 1.3 -1.4 0.0 0.402
H -0.48335 2.59762 -3.27481 -0.6 0.0 1.4 0.478
H 3.06648 2.43716 -0.55578 -1.4 -0.7 -0.1 0.501
H 1.52589 1.59193 0.15494 1.2 0.3 -1.4 0.003
H 2.13254 1.24907 -1.63420 -0.1 0.9 1.3 0.031
H 2.66187 5.17985 -2.17315 -1.3 -0.8 -0.6 0.301
H 1.18726 5.05993 -3.37572 1.2 -0.6 1.4 0.287
H 2.44604 3.72974 -3.27842 -0.9 1.1 1.0 0.234
H 2.52003 4.83634 1.07636 -1.9 0.2 0.3 0.251
H 1.69698 6.05143 3.29415 -1.4 -0.6 -1.3 0.307
H -0.98621 6.36506 3.84632 0.8 -0.9 -1.8 0.330
H -2.75592 5.42899 2.04313 1.8 -0.2 -0.4 0.340
H -1.98882 4.21713 -0.16246 1.5 0.6 0.9 0.112
C 9.74052 1.12169 -4.74057 0.0 0.0 0.0 -0.392
C 9.07615 0.52916 -5.81111 -0.1 0.1 0.2 -0.439
C 7.70965 0.28363 -5.73313 0.0 -0.1 -0.1 -0.426
C 7.01597 0.64071 -4.57735 0.8 0.2 0.0 -0.046
C 7.67712 1.22754 -3.49933 -0.1 0.1 0.2 -0.008
C 9.04439 1.46629 -3.58537 -0.1 -0.1 -0.2 -0.572
N 5.57161 0.40684 -4.49975 -0.4 0.0 0.0 1.005
O 5.02730 -0.12841 -5.45701 0.2 0.2 0.5 -0.622
O 4.98875 0.76152 -3.48336 0.2 -0.3 -0.4 -0.493
H 10.80660 1.31674 -4.80742 -0.1 0.0 0.0 0.386
H 9.62435 0.26140 -6.70824 -0.1 0.0 0.1 0.378
H 7.20413 -0.17849 -6.57391 -0.1 0.1 0.2 0.433
H 7.14617 1.50373 -2.59461 -0.1 -0.1 -0.2 0.421
H 9.56795 1.92480 -2.75325 -0.1 -0.1 -0.1 0.387
C -10.13119 -2.17140 6.47695 0.0 0.0 0.0 -0.412
C -10.58756 -0.85790 6.41711 0.2 -0.1 -0.1 -0.429
C -10.02680 0.03376 5.50893 -0.1 0.1 0.0 -0.395
C -9.01065 -0.40318 4.66082 -0.3 -0.5 0.6 0.187
C -8.54414 -1.71501 4.72106 0.1 -0.1 0.0 -0.197
C -9.10900 -2.59882 5.63438 -0.1 0.2 0.0 -0.494
N -8.43444 0.52522 3.68558 0.1 0.5 -0.3 0.962
O -8.85489 1.67285 3.67395 0.3 -0.6 0.0 -0.598
O -7.56688 0.09880 2.93458 -0.7 0.2 0.3 -0.558
H -10.57527 -2.86617 7.18345 0.1 0.1 -0.1 0.373
H -11.38356 -0.52991 7.07731 0.1 0.0 -0.1 0.372
H -10.39138 1.05438 5.47227 0.2 -0.1 -0.2 0.430
H -7.75060 -2.06138 4.06796 -0.1 0.2 0.0 0.381
H -8.75534 -3.62307 5.68753 0.0 0.1 0.0 0.369
```
Forces are in eV/Å.

The calculation puts the LUMO energy at -3.71 eV. As for the net charge: +1.

---

No. 3
C3H3N3O3 | ωB97M-V with the def2-TZVPD basis set

```
12
Properties=species:S:1:pos:R:3:forces:R:3:mulliken_charge:R:1
C -1.77310 0.30020 0.59675 0.1 -2.2 1.1 0.121
C -0.41450 0.16758 -0.17084 -1.9 0.2 3.0 0.282
C 0.86137 0.63723 0.10228 -2.0 0.5 -1.4 0.280
H -1.86388 1.14862 1.39008 -0.2 -1.2 -1.6 0.316
H 1.13849 -1.85682 -0.26800 0.8 -0.1 0.7 0.247
H -0.97055 -1.73725 -0.37299 1.1 1.7 -1.8 0.339
N 0.97395 -1.26053 -1.06436 -0.2 -1.7 -1.2 -0.170
N -0.43279 -0.97245 -0.94142 -0.4 -0.3 1.0 -0.375
N 1.15353 1.90991 0.76845 3.4 -0.2 -3.3 -0.045
O -2.52288 -0.70509 0.54590 1.8 3.7 0.2 -0.505
O 1.63190 -0.05801 -0.87445 0.9 1.4 1.3 -0.192
O 2.21846 2.42661 0.28862 -3.4 -1.7 2.0 -0.299
```
Forces are in eV/Å.

The calculation puts the LUMO energy at -1.96 eV.

---

No. 4
C31H58I2N6O4P2 | ωB97M-V with the def2-TZVPD basis set

```
103
Properties=species:S:1:pos:R:3:forces:R:3:mulliken_charge:R:1
C 2.23418 -6.33245 0.51220 0.2 0.7 0.5 -1.024
C 2.42559 -4.80078 0.98014 -0.5 -0.5 0.7 -0.296
C 1.05305 -4.14956 1.47592 -0.6 -0.4 -0.2 -0.610
C 0.76462 -2.70745 0.87986 -0.3 -1.0 0.8 0.162
O -0.59327 -2.25260 1.09794 0.5 -1.1 -1.0 -0.321
C -1.49838 -2.88038 0.18688 -2.0 0.1 0.2 0.276
C -2.97933 -2.57725 0.72285 1.1 1.1 -0.5 -0.534
O -3.88448 -3.40508 -0.03253 0.0 -0.4 1.5 -0.332
C -4.83091 -4.08063 0.79962 -1.1 0.5 0.1 -0.487
P -4.05675 -5.37346 1.95153 2.0 -0.2 0.6 0.254
O -3.63029 -4.59535 3.43658 -1.8 0.2 -2.2 -0.459
I -5.85824 -6.94630 2.57512 -0.2 0.6 -0.1 -0.164
P 1.89061 -1.32024 1.56407 -0.6 1.8 -0.9 0.034
O 0.83480 -0.26923 2.44233 1.4 -1.6 -0.2 -0.426
I 3.44836 -2.16329 3.27267 -0.3 -0.2 0.3 -0.145
H 1.14952 -6.56551 0.27104 1.4 0.3 0.0 0.286
H 2.53602 -6.99539 1.38353 -0.4 0.7 -1.2 0.290
H 2.92124 -6.52386 -0.36093 -0.9 -0.1 0.9 0.292
H 2.84573 -4.15160 0.16108 -0.2 -0.8 0.8 0.356
H 3.15756 -4.85484 1.84708 -0.8 0.5 -1.2 0.169
H 0.23155 -4.85848 1.12444 0.8 1.0 0.4 0.176
H 0.94763 -4.10043 2.59961 0.3 0.0 -1.2 0.361
H 0.97543 -2.76100 -0.23685 -0.1 0.4 1.1 0.263
H -1.41376 -4.00214 0.12562 0.2 1.1 0.1 0.245
H -1.45574 -2.45711 -0.86685 0.3 -0.5 1.2 -0.300
H -3.20934 -1.48074 0.50825 0.2 -1.3 0.2 0.253
H -3.06171 -2.69158 1.84252 0.3 -0.3 -1.2 0.290
H -5.39842 -3.32105 1.42439 0.2 -0.7 -0.8 0.349
H -5.51938 -4.65401 0.10016 0.7 0.8 1.0 0.309
H -4.27131 -3.85342 3.49772 0.5 -0.4 0.6 0.324
H 1.38097 0.07030 3.18386 -0.5 0.0 -0.3 0.304
C 2.11012 3.94818 1.23424 0.0 0.1 0.0 -1.381
C 2.53317 3.50360 2.63024 -0.3 0.1 -0.2 -0.219
C 3.96335 2.96047 2.67431 -0.2 -0.6 -0.4 0.314
C 4.08516 1.76759 1.78182 0.4 -0.7 -0.4 0.118
N 4.17993 0.83684 1.09136 0.0 1.5 1.0 -0.509
H 2.11020 3.11372 0.52924 0.1 0.0 0.1 0.339
H 1.09671 4.35409 1.25612 0.1 0.0 0.0 0.384
H 2.77880 4.72381 0.84978 0.0 0.0 0.0 0.336
H 1.83670 2.73946 2.98604 0.2 0.1 0.1 0.178
H 2.45440 4.35319 3.31411 0.1 -0.1 0.1 0.325
H 4.22326 2.66804 3.69466 0.0 -0.1 -0.1 -0.211
H 4.67481 3.72335 2.34817 0.0 -0.1 -0.1 0.355
C -0.61424 -2.64910 -6.37900 0.0 0.0 -0.1 -1.346
C -1.04048 -1.61871 -5.34011 0.1 0.0 -0.3 -0.148
C -0.59247 -1.98080 -3.92170 -0.5 -0.6 0.0 -0.308
C -1.19528 -3.28613 -3.51161 -0.2 -0.7 0.4 0.202
N -1.66424 -4.30100 -3.19559 0.6 1.4 -0.5 -0.531
H -1.06724 -3.62473 -6.18762 0.1 0.0 0.1 0.365
H -0.92964 -2.33445 -7.37573 0.1 0.0 0.1 0.373
H 0.47254 -2.76990 -6.38826 -0.1 0.0 0.0 0.307
H -2.12909 -1.51574 -5.36919 0.1 0.0 0.1 -0.043
H -0.61851 -0.64722 -5.60967 0.0 0.0 0.1 0.427
H -0.90902 -1.20759 -3.21771 0.0 -0.1 0.1 0.334
H 0.49612 -2.05951 -3.87110 -0.1 -0.1 0.0 0.363
C -4.95589 2.89976 -7.25415 0.0 0.1 0.0 -1.133
C -5.20104 1.52971 -6.63230 -0.2 0.3 -0.2 -0.171
C -3.93112 0.90454 -6.05021 0.3 -0.1 -0.7 -0.349
C -2.91237 0.71685 -7.12797 0.7 -0.2 -0.4 0.291
N -2.12271 0.57283 -7.96764 -1.1 0.2 1.2 -0.547
H -4.26559 2.84097 -8.09899 0.0 -0.1 0.1 0.427
H -5.89189 3.31956 -7.62900 0.0 0.0 0.1 0.299
H -4.54257 3.59394 -6.51927 -0.1 0.0 -0.1 0.273
H -5.62598 0.86558 -7.39068 0.0 -0.1 0.1 0.335
H -5.94589 1.62760 -5.83730 0.1 -0.1 0.0 0.001
H -4.15913 -0.06670 -5.60530 0.1 0.0 -0.1 0.321
H -3.51098 1.54452 -5.27040 0.1 0.0 -0.1 0.308
C 5.25118 2.41370 7.46222 -0.1 0.2 0.3 -1.180
C 4.55932 3.72403 7.10137 0.3 -0.2 0.1 -0.357
C 3.03256 3.63256 7.16757 0.0 -0.4 -0.6 -0.493
C 2.54370 2.60208 6.19966 -0.6 -0.5 -0.4 0.305
N 2.16405 1.80504 5.44351 0.6 1.2 1.0 -0.438
H 4.99304 1.61532 6.76347 0.0 0.0 0.0 0.313
H 6.32924 2.53625 7.42755 -0.2 0.0 0.1 0.392
H 4.97672 2.09078 8.47134 -0.1 0.0 -0.1 0.371
H 4.86645 4.02285 6.09424 -0.1 0.1 0.1 0.194
H 4.89986 4.50531 7.78616 -0.1 0.0 -0.1 0.360
H 2.58489 4.59625 6.91455 -0.1 -0.1 0.0 0.286
H 2.70630 3.36173 8.17433 0.0 -0.1 -0.1 0.337
C -8.89752 4.48982 -5.28573 0.0 0.0 -0.1 -1.174
C -8.36680 3.57798 -4.18464 -0.2 0.0 -0.2 -0.213
C -7.37098 4.28006 -3.25787 0.5 0.0 -0.6 -0.383
C -6.18834 4.75118 -4.04112 0.7 0.4 -0.2 0.276
N -5.27138 5.11737 -4.65298 -1.3 -0.6 0.9 -0.489
H -8.09736 4.82956 -5.94737 0.0 0.0 0.1 0.331
H -9.62401 3.95698 -5.90253 0.0 0.1 0.1 0.327
H -9.39084 5.36914 -4.86274 0.0 0.0 -0.1 0.336
H -7.89270 2.70555 -4.64393 0.0 0.0 0.1 0.071
H -9.20750 3.21084 -3.59013 0.1 0.0 0.1 0.322
H -7.03043 3.59263 -2.48073 0.1 0.1 0.0 0.277
H -7.83930 5.13786 -2.76969 0.1 0.0 -0.1 0.308
C 8.06694 -1.53808 3.99333 0.0 0.0 0.0 -1.280
C 7.64666 -0.36024 3.12086 -0.1 -0.4 0.0 -0.022
C 8.32771 0.95086 3.51858 -0.3 0.0 0.6 -0.483
C 7.96281 1.29884 4.92340 -0.1 0.4 0.6 0.236
N 7.64754 1.56915 6.00756 0.9 -0.6 -1.7 -0.474
H 7.78456 -1.38636 5.03782 0.0 0.0 0.0 0.355
H 7.57793 -2.45385 3.65501 0.1 0.1 0.0 0.337
H 9.14866 -1.69364 3.94838 -0.1 0.0 0.0 0.335
H 6.56053 -0.24436 3.18170 0.1 0.1 -0.1 -0.003
H 7.88885 -0.58530 2.07909 0.0 0.2 0.0 0.333
H 8.00561 1.75926 2.85863 0.0 0.0 0.1 0.280
H 9.41377 0.86176 3.43881 -0.1 0.1 0.1 0.333
```
Forces are in eV/Å.

The calculation puts the LUMO energy at 0.18 eV.

---

ΔE to the lowest compared entry with this formula, charge and spin across the listed records, respectively: 42.8 216.3 207.8 37.6 kcal per mole.
Gap between HOMO and LUMO across the listed records, respectively: 8.89 6.86 7.15 8.03 eV.
HOMO energy across the listed records, respectively: -0.2995 -0.3884 -0.3349 -0.2883 hartree.